Model w:
The following is a quantum chemistry calculation of 2 unconnected molecules or ions with the total composition C3H11N2S, from the OMol25 dataset.

ORCA input file:
```
! RIJCOSX wB97M-V def2-TZVPD def2/J DEFGRID3
* xyz 1 1
H -1.62 -1.47 -0.02
H 0.79 -0.63 -1.60
H 0.68 0.65 0.50
H -0.24 -2.13 -1.82
N -0.06 -1.19 -1.44
C -0.22 0.00 0.84
H -1.68 1.65 1.16
H -0.45 1.25 2.35
H 1.44 1.99 -3.82
H 2.66 2.72 -2.49
H 1.06 -1.59 1.61
H -0.50 -1.57 2.13
C -0.59 -1.02 -0.21
H -1.96 0.19 2.26
N 0.13 -1.39 1.40
S 1.78 1.80 -2.53
C -1.23 0.74 1.69
*
```

Calculated values
LUMO: -2.7823 eV

Löwdin atomic charge list, values in e, 4 entries: H 0.179; H 0.066; H 0.168; H 0.144

***

Model x:
The following is a quantum chemistry calculation of a gas-phase ion, C3H11N2S (charge +1), from the OMol25 dataset.

ORCA input file:
```
! RIJCOSX wB97M-V def2-TZVPD def2/J DEFGRID3
* xyz 1 1
H -2.49 -0.05 0.92
C -0.51 -0.60 0.80
H -0.56 1.96 0.39
H 1.47 0.13 -1.99
H -0.80 -1.60 0.62
H 0.86 1.41 1.02
H 0.03 -1.99 -2.24
H -1.72 0.01 2.34
H -0.80 0.30 -1.08
C 0.03 0.14 -0.41
H 2.16 -0.34 -0.44
H 0.91 2.15 -0.43
N -1.61 0.20 1.36
H 0.30 -0.65 1.53
S 1.10 -2.18 -1.47
C 1.28 -0.41 -1.06
N 0.34 1.54 0.15
*
```

Calculated values
SMILES: NC[C@@H]([NH3+])CS
LUMO: -3.3860 eV

Löwdin atomic charge list, values in e, 4 entries: H 0.087; C -0.234; H 0.155; H 0.083

***

Model y:
The following is a quantum chemistry calculation of 2 unconnected molecules or ions with the total composition C3H11N2S, from the OMol25 dataset.

ORCA input file:
```
! RIJCOSX wB97M-V def2-TZVPD def2/J DEFGRID3
* xyz 1 1
H -1.04 -2.43 2.31
H 0.77 -2.80 -0.32
C -0.51 -1.16 -0.50
H 1.63 2.63 0.82
C -0.22 -1.80 1.91
H 0.04 1.86 -1.94
H 0.65 -2.26 1.68
H 0.49 -2.20 -2.05
H 2.46 1.96 -0.81
N 0.34 -2.10 -1.02
S 0.06 1.84 -0.53
C 1.60 2.52 -0.30
H 1.53 3.58 -0.46
H -1.21 -0.17 1.05
N -0.76 -0.97 0.79
H 0.06 -0.98 2.75
H -0.99 -0.46 -1.14
*
```

Calculated values
LUMO: -3.3503 eV

Löwdin atomic charge list, values in e, 4 entries: H 0.113; H 0.158; C -0.181; H 0.050

***

Quick one: most stable of them? model x